Entry from OMol25: a molecular structure, C20H37Cl14MgO6 in a non-equilibrium geometry (ωB97M-V/def2-TZVPD).

Output
LUMO level (spin up / spin down) in eV: -0.3 / -4.1
2S+1: 2

CARTESIAN COORDINATES (ANGSTROEM)
1 Cl 4.0162 -0.7452 -0.0807
2 Cl 0.2661 -2.6540 -0.3279
3 Cl 3.2937 -1.9303 4.4540
4 Cl 7.0824 -0.2867 -1.5022
5 Cl -5.9857 -0.3294 -1.7782
6 Cl 2.0641 2.3199 -3.4138
7 Cl 1.8518 -0.8538 -4.4939
8 Cl -0.0965 4.2934 -1.5981
9 Cl 0.7294 7.2975 -0.2015
10 Cl -2.6033 -4.1307 -1.2850
11 Cl -1.8641 -1.5503 -4.1004
12 Cl 3.9419 -3.7000 1.7344
13 Cl -6.2456 -1.4204 1.2428
14 Cl -3.7479 1.0648 -4.3561
15 Mg -1.5567 -0.0561 2.4319
16 O -1.3337 0.0026 4.4927
17 O -1.2880 0.2692 0.4525
18 O -4.3338 0.1170 4.2609
19 O 0.2739 0.2583 1.8484
20 O -3.2831 0.8681 2.5303
21 O -1.0533 -0.5285 6.4608
22 C -5.0292 -2.0603 0.1036
23 C -2.4939 0.9379 -3.1895
24 C 0.1622 5.8334 -2.4512
25 C 5.5737 -0.8951 0.7106
26 C -0.9445 -4.7781 -1.4695
27 C -0.3205 7.0169 -1.6327
28 C -0.1043 0.4500 0.6852
29 C -4.3684 0.7364 3.1920
30 C -0.6111 -0.0206 5.4328
31 C 0.0673 -3.6953 -1.7251
32 C 3.2428 1.0183 -3.0294
33 C 0.8248 0.8364 -0.3997
34 C -5.6324 1.4096 2.8664
35 C 2.4219 -3.8124 2.6132
36 C 6.5342 0.1444 0.1160
37 C -1.3726 0.1374 -3.7562
38 C 2.0764 -2.3711 3.1254
39 C -4.6220 -1.0046 -0.9371
40 C 3.3997 -0.0516 -4.1071
41 C 0.8018 0.5434 5.4094
42 H 2.4002 -4.5809 3.3859
43 H -0.3489 5.7785 -3.4124
44 H -0.2913 -3.1019 -2.5662
45 H 1.0646 -0.0487 -0.9889
46 H -0.9995 0.4681 -4.7255
47 H -2.1657 1.9296 -2.8781
48 H -5.6424 1.6202 1.7970
49 H -0.6551 -5.3416 -0.5824
50 H -0.9901 -5.3452 -2.3992
51 H 5.6216 -0.6499 1.7716
52 H -4.1033 -0.2063 -0.4063
53 H 1.0582 -2.2457 3.4938
54 H 4.2202 1.3907 -2.7226
55 H -4.1923 -2.3284 0.7485
56 H 1.0058 1.0304 4.4557
57 H -2.8332 0.4561 -2.2726
58 H -6.4853 0.7765 3.1111
59 H -1.3600 6.8605 -1.3447
60 H 2.2631 -1.6576 2.3228
61 H -3.9162 -1.4140 -1.6598
62 H 0.9867 -4.1839 -2.0477
63 H 1.5243 -0.2526 5.5893
64 H -5.4437 -2.9847 -0.2985
65 H 5.9774 -1.9052 0.7803
66 H 3.8353 0.2773 -5.0505
67 H 1.2007 5.8264 -2.7822
68 H 7.4634 0.2984 0.6646
69 H -0.2561 7.9541 -2.1856
70 H 0.4641 1.6722 -0.9993
71 H -0.6134 -0.0644 -3.0006
72 H 2.8528 0.4882 -2.1605
73 H -5.6211 2.3370 3.4389
74 H 1.7547 1.1490 0.0753
75 H 4.0514 -0.7916 -3.6425
76 H 0.7965 1.2932 6.2005
77 H 5.9645 1.0680 0.0137
78 H 1.6786 -4.2524 1.9484

Computed Löwdin charges, given in elementary charges: 0.633 0.667 0.511 0.545 0.583 0.544 0.572 0.550 0.521 0.578 0.554 0.583 0.601 0.611 0.892 0.089 -0.014 -0.013 -0.048 -0.121 0.363 -0.648 -0.713 -0.659 -0.685 -0.639 -0.642 -0.778 -0.752 -0.646 -0.671 -0.655 -0.028 -0.048 -0.655 -0.674 -0.663 -0.568 -0.707 -0.624 0.056 0.072 0.074 0.010 0.042 0.059 0.071 0.071 0.072 0.076 0.079 0.059 0.064 0.073 0.048 0.099 0.045 0.065 0.073 0.022 0.031 0.089 0.040 0.060 0.055 0.073 0.067 0.070 0.067 0.028 0.029 -0.016 0.091 0.074 0.066 0.100 0.057 0.044